[1]
{
  "formula": "C7H8ClFN2",
  "method": "ωB97M-V/def2-TZVPD",
  "elements": ["C", "C", "C", "C", "C", "C", "C", "N", "N", "F", "Cl", "H", "H", "H", "H", "H", "H", "H", "H"],
  "xyz": [[1.8737, 1.7085, -0.0776], [0.4843, 2.1412, -0.3731], [2.5203, 0.6850, 0.5575], [2.1235, -0.6463, 1.0943], [-0.5316, 1.9232, 0.4422], [-1.6063, 2.1755, 1.0850], [1.1542, -1.5504, 0.6746], [-0.3566, -2.5861, -0.8383], [0.3641, -1.3839, -0.4109], [3.8094, 0.7971, 0.6956], [3.2647, -1.3680, 2.3422], [2.5427, 2.4792, -0.5576], [0.2838, 2.6485, -1.2793], [-1.6828, 3.1267, 1.6057], [-2.5644, 1.7244, 1.2279], [1.1209, -2.5066, 1.0379], [-1.3353, -2.3221, -1.0925], [-0.4097, -3.1251, 0.0222], [0.7680, -0.8337, -1.2432]],
  "forces_ev_per_a": [[0.866, 0.699, -0.946], [0.446, -2.367, 2.296], [-2.790, -0.532, -0.355], [-0.863, -1.424, 0.323], [0.687, 0.427, -1.702], [-1.409, 1.277, 1.410], [2.245, 3.817, -1.227], [-0.157, 0.859, -0.072], [-0.516, 0.938, -2.237], [2.231, 0.740, -0.063], [-1.056, 0.785, -0.915], [-0.143, -1.114, 0.832], [0.001, 0.483, -0.815], [0.554, 0.240, 0.102], [-0.058, -1.313, -0.404], [-0.003, -2.058, 1.593], [1.128, -0.053, 0.562], [-0.306, -0.203, -0.285], [-0.857, -1.200, 1.903]],
  "lowdin_charge": [-0.04, -0.12, -0.36, -0.48, -0.10, 0.00, -0.18, 0.01, -0.09, 0.04, 0.57, 0.12, 0.09, 0.07, 0.05, 0.07, 0.09, 0.06, 0.17],
  "smiles": "C=C=C/C=C(F)\\C(Cl)=C/NN",
  "charge": 0,
  "homo_lumo_gap_ha": 0.2985
}

[2]
{
  "formula": "CH6N2O2",
  "method": "ωB97M-V/def2-TZVPD",
  "elements": ["N", "C", "N", "O", "H", "H", "H", "H", "H", "H", "O"],
  "xyz": [[-0.2490, -1.9996, 0.1302], [0.0437, -0.6640, 0.1217], [-0.9852, 0.1494, -0.2576], [1.1560, -0.2363, 0.4063], [-1.1887, -2.3416, 0.2095], [0.4701, -2.6147, 0.4674], [-0.7911, 1.1407, -0.2784], [-1.7830, -0.2144, -0.7429], [1.1226, 1.6652, 0.5020], [1.3197, 2.5688, -0.7110], [0.8850, 2.5465, 0.1528]],
  "forces_ev_per_a": [[0.154, -0.351, -0.038], [-0.183, 0.148, -0.209], [0.112, 0.018, 0.218], [-0.053, -0.098, 0.167], [-0.085, 0.168, -0.021], [0.071, 0.117, 0.039], [0.001, -0.014, -0.087], [-0.024, 0.026, 0.013], [0.089, 0.078, -0.165], [-0.068, 0.034, 0.268], [-0.014, -0.126, -0.184]],
  "lowdin_charge": [0.15, -0.66, 0.16, 0.01, 0.09, 0.10, 0.08, 0.10, 0.00, 0.04, -0.08],
  "smiles": "NC(N)=O.O",
  "charge": 0,
  "homo_lumo_gap_ha": 0.4054
}

[3]
{
  "formula": "C4H8O2",
  "method": "ωB97M-V/def2-TZVPD",
  "elements": ["C", "C", "C", "O", "C", "O", "H", "H", "H", "H", "H", "H", "H", "H"],
  "xyz": [[1.4497, -0.0820, 0.0462], [-0.0418, -0.1505, -0.0570], [-0.7265, -1.2060, 0.7653], [-0.6431, -0.0601, -1.3438], [-0.8518, 1.0241, -0.3288], [-0.3493, 2.1583, -0.9027], [1.8812, -1.0155, -0.3190], [1.8667, 0.7495, -0.5276], [1.7243, 0.0519, 1.0978], [-1.8116, -1.1883, 0.6022], [-0.5203, -1.0421, 1.8239], [-0.3596, -2.1913, 0.4711], [0.1385, 1.6983, -1.5966], [-1.7565, 1.2537, 0.2691]],
  "forces_ev_per_a": [[0.125, -0.024, -0.054], [0.069, -0.142, 0.787], [0.042, -0.176, 0.263], [-1.277, 0.500, 0.481], [-0.199, -0.164, -0.469], [0.308, 0.071, 0.395], [0.099, 0.033, 0.040], [-0.064, -0.093, 0.068], [0.048, -0.051, -0.162], [0.291, 0.068, 0.026], [-0.014, -0.154, 0.061], [-0.013, -0.020, 0.097], [0.481, 0.831, -0.609], [0.103, -0.678, -0.924]],
  "lowdin_charge": [0.00, -0.56, -0.02, 0.01, -0.28, 0.04, 0.09, 0.08, 0.10, 0.09, 0.09, 0.09, 0.10, 0.17],
  "smiles": "CC1(C)O[C@@H]1O",
  "charge": 0,
  "homo_lumo_gap_ha": 0.3925
}

no.,highest occupied orbital energy (eV)
1,-7.679
2,-10.315
3,-9.787